# 1
# C4H3F9N2

2 unconnected molecules or ions with the total composition C4H3F9N2 (ωB97M-V/def2-TZVPD, OMol25).

Structure (XYZ):
```
18
Properties=species:S:1:pos:R:3:forces:R:3:lowdin_spin:R:1
C -0.3144 -0.3945 -0.2836 -3.3 -1.7 -5.7 0.507
C 0.8072 -0.0447 1.7841 0.2 -1.5 0.6 0.090
C -0.6610 -1.4781 -1.3232 -0.7 1.3 3.8 0.057
C 2.1085 0.7916 1.5410 2.1 -1.0 -0.2 0.037
N -0.6749 0.8537 -0.6276 -0.1 2.3 -0.8 0.491
N 0.3929 -0.7844 0.7179 4.6 -2.2 4.8 0.676
F -3.2274 0.7254 -2.5018 0.3 -0.4 0.4 0.001
F -0.1459 0.8708 2.0888 -0.3 0.7 1.1 0.018
F 1.0385 -0.8664 2.8974 -0.4 1.2 -1.4 0.020
F -0.8835 -0.9626 -2.4815 0.5 1.4 -3.4 0.010
F 0.1597 -2.4861 -1.3599 1.2 -0.7 -0.3 0.013
F -1.8795 -2.0167 -1.0539 -1.3 -0.9 0.8 0.036
F 1.7799 1.7584 0.7061 -0.3 1.2 0.0 0.003
F 3.1856 0.1956 0.9232 -1.6 -0.4 0.7 0.002
F 2.5847 1.2195 2.7091 -0.5 0.5 -0.4 0.016
H -0.9421 0.9412 -1.6199 0.2 0.6 0.8 0.012
H -0.3927 1.6963 -0.1051 -0.3 -0.8 -0.5 0.012
H -2.9357 -0.0189 -2.0110 -0.4 0.3 -0.4 0.000
```
Positions in Å, forces in eV/Å.

Properties
- frontier orbital gap (alpha / beta) (eV) = 7.0790 / 7.8007
- expectation value of S² = 2.01
- HOMO energy (alpha / beta) (eV) = -6.601 / -11.717
- multiplicity = 3

***

# 2
# C4H3FN2O

C4H3FN2O in the gas phase (ωB97M-V/def2-TZVPD, OMol25).

Structure (XYZ):
```
11
Properties=species:S:1:pos:R:3:forces:R:3:nbo_charge:R:1
C 1.0717 0.0754 0.0228 -1.3 0.5 -0.3 0.396
C 1.9531 -0.9056 -0.0195 0.6 -1.3 1.1 -0.480
C -0.4566 0.0286 0.0991 2.8 -1.3 -1.4 -0.086
C -1.2894 1.0673 0.0317 2.7 5.8 0.0 0.161
H 3.0675 -0.9008 0.1151 -1.3 0.8 -0.6 0.239
H 1.5547 -1.9175 0.0970 -0.1 0.4 -0.2 0.226
H -1.1305 2.1998 -0.1389 0.2 -2.2 0.8 0.232
N -2.4695 -0.6706 -0.0721 0.7 -2.2 -0.1 0.072
N -1.2416 -1.0989 -0.0864 -2.5 2.5 1.0 -0.160
O -2.5082 0.7472 0.0349 -1.8 -2.7 -0.6 -0.263
F 1.4488 1.3751 -0.0838 0.1 -0.2 0.3 -0.336
```
Positions in Å, forces in eV/Å.

Properties
- frontier orbital gap (eV) = 10.3159
- ΔE to the lowest compared entry with this formula, charge and spin (kcal/mol) = 88.5
- HOMO energy (eV) = -9.728

***

# 3
# C4H3FN2O

C4H3FN2O in the gas phase (ωB97M-V/def2-TZVPD, OMol25).

Structure (XYZ):
```
11
Properties=species:S:1:pos:R:3:forces:R:3:nbo_charge:R:1
C 0.8534 -0.7027 0.1423 -3.8 4.3 -0.4 0.388
C -0.3901 0.2898 -0.1073 3.9 -4.8 1.5 0.126
C 2.0032 0.2271 0.0958 0.7 -5.0 -0.5 0.465
C -1.8236 -0.0436 -0.0679 -0.3 0.3 2.7 -0.672
N 0.2382 1.4601 -0.1928 -2.1 0.3 -0.7 -0.145
N 1.4963 1.3652 -0.2871 2.3 5.6 -0.5 -0.233
O 3.1297 -0.2472 0.0671 -0.2 1.4 0.3 -0.420
F 1.1032 -1.9238 0.3358 -0.7 -2.2 0.2 -0.240
H -2.0746 -0.6136 0.9025 0.5 0.7 -1.4 0.242
H -2.0983 -0.6677 -0.8725 -0.4 -0.6 -1.0 0.242
H -2.4373 0.8565 -0.0160 0.1 0.0 -0.3 0.247
```
Positions in Å, forces in eV/Å.

Properties
- frontier orbital gap (alpha / beta) (eV) = 7.5904 / 6.5443
- ΔE to the lowest compared entry with this formula, charge and spin (kcal/mol) = 128.2
- HOMO energy (alpha / beta) (eV) = -9.634 / -9.187

***

# 4
# C4H3FO

C4H3FO in the gas phase (ωB97M-V/def2-TZVPD, OMol25).

Structure (XYZ):
```
9
Properties=species:S:1:pos:R:3:forces:R:3:nbo_charge:R:1
C -2.8857 -0.0551 -0.0785 -0.1 -0.5 0.1 -0.187
C -1.7177 -0.3324 -0.0208 4.7 2.2 -0.3 -0.106
C -0.1853 -0.3715 -0.0186 -0.6 -2.2 0.1 0.117
C 2.2350 0.6367 -0.1808 -3.0 -2.2 -0.1 0.443
O 0.8215 0.5450 -0.0461 -0.3 1.2 0.1 -0.482
F 2.8818 -0.5326 0.0438 -0.4 0.6 -0.1 -0.338
H -3.9319 0.0464 -0.0835 -0.5 0.1 0.0 0.232
H 0.1425 -1.4104 0.0297 0.3 0.4 -0.1 0.171
H 2.6399 1.4740 0.3547 -0.1 0.3 0.2 0.149
```
Positions in Å, forces in eV/Å.

Properties
- frontier orbital gap (alpha / beta) (eV) = 7.9073 / 8.7456
- ΔE to the lowest compared entry with this formula, charge and spin (kcal/mol) = 124.2
- HOMO energy (alpha / beta) (eV) = -7.930 / -8.838

***

# 5
# C4H3FO

A molecular structure, C4H3FO (ωB97M-V/def2-TZVPD, OMol25).

Structure (XYZ):
```
9
Properties=species:S:1:pos:R:3:forces:R:3:nbo_charge:R:1
C -2.8640 -0.3570 0.4033 2.0 -1.4 -1.5 -0.209
C 0.5144 -1.0561 -0.3601 -3.6 0.8 0.9 0.429
C -1.3517 -0.5111 0.0279 0.1 1.6 1.0 0.437
C 1.4815 -0.1924 -0.4623 2.2 -0.1 -0.9 -0.517
O -1.6252 0.7224 0.1561 1.8 -1.1 -0.7 -0.474
F 0.6982 -2.3436 -0.3951 -0.6 -0.7 0.0 -0.301
H -2.9608 -0.3767 1.4867 0.4 -0.3 0.4 0.145
H 2.5577 -0.5929 -0.7130 -2.3 0.9 0.7 0.248
H 1.2826 0.8617 -0.4470 0.0 0.2 0.1 0.243
```
Positions in Å, forces in eV/Å.

Properties
- frontier orbital gap (eV) = 8.6432
- ΔE to the lowest compared entry with this formula, charge and spin (kcal/mol) = 153.0
- HOMO energy (eV) = -8.821

***

# 6
# C4H3FO2S

C4H3FO2S in the gas phase (ωB97M-V/def2-TZVPD, OMol25).

Structure (XYZ):
```
11
Properties=species:S:1:pos:R:3:forces:R:3:nbo_charge:R:1
C -2.0383 -0.4367 -0.3012 3.1 -0.7 0.7 0.267
C -0.6877 -0.2829 -0.0353 -1.9 -0.4 -2.7 0.092
C 1.2341 -1.5634 -0.0490 1.5 2.2 3.3 0.640
C -0.1030 1.0705 0.3902 1.5 -1.0 0.7 -0.306
H -2.5323 -1.2287 -0.9637 0.6 1.4 1.3 0.209
H 1.8423 -2.1694 -0.6878 0.5 -0.7 -0.2 0.138
H -0.6653 1.5107 1.3908 1.6 -0.7 -3.0 0.260
O 0.0714 -1.3016 -0.7699 1.2 2.0 3.4 -0.489
O 1.6599 -1.1013 1.0705 -2.9 -2.3 -5.2 -0.569
F -2.7535 0.4258 0.3852 -1.8 0.4 -0.2 -0.309
S 1.3660 1.5345 -0.3525 -3.3 -0.2 1.8 0.067
```
Positions in Å, forces in eV/Å.

Properties
- frontier orbital gap (eV) = 7.9510
- ΔE to the lowest compared entry with this formula, charge and spin (kcal/mol) = 64.6
- HOMO energy (eV) = -9.128

***

# 7
# C4H3FO3

C4H3FO3 in the gas phase (ωB97M-V/def2-TZVPD, OMol25).

Structure (XYZ):
```
11
Properties=species:S:1:pos:R:3:forces:R:3:nbo_charge:R:1
C 0.3810 0.2688 -0.9974 1.4 -0.2 -2.2 0.179
C -0.8110 0.7840 -1.1305 -4.0 -0.3 2.4 0.005
C -0.6639 -0.2725 0.8401 -2.6 2.3 0.5 0.605
C 0.5557 -0.3187 0.2984 2.6 -2.3 1.2 0.082
H 0.5996 0.1713 -3.0941 2.8 0.9 5.1 0.506
H -1.1664 1.5843 -1.7711 -0.4 -0.8 0.0 0.220
H 2.5863 -0.4809 0.5056 -3.2 -1.8 1.7 0.490
O 1.2182 0.3526 -2.0898 -1.4 -1.0 -3.9 -0.682
O -1.6729 0.2998 0.0100 4.3 0.9 -0.4 -0.450
O 1.7271 -0.9563 0.9593 0.5 3.5 -3.4 -0.663
F -0.9965 -0.1792 2.1400 0.1 -1.1 -1.1 -0.292
```
Positions in Å, forces in eV/Å.

Properties
- frontier orbital gap (eV) = 8.6199
- ΔE to the lowest compared entry with this formula, charge and spin (kcal/mol) = 83.5
- HOMO energy (eV) = -8.793

***

# 8
# C4H3FS

C4H3FS in the gas phase (ωB97M-V/def2-TZVPD, OMol25).

Structure (XYZ):
```
9
Properties=species:S:1:pos:R:3:forces:R:3:nbo_charge:R:1
C -0.1938 -1.3207 0.0103 -0.9 0.1 1.5 -0.017
C 0.6852 -0.1260 -0.0130 0.2 2.1 -0.3 -0.177
C 0.0520 1.1716 0.0645 0.3 -1.9 -0.4 -0.082
C -0.5641 2.1795 -0.0885 0.9 -1.4 0.4 -0.104
H 0.0981 -1.7375 1.0052 -1.1 -0.1 -0.4 0.211
H 0.1350 -2.0324 -0.7025 0.0 -0.6 -1.0 0.210
H -0.9198 3.1168 -0.0731 -1.3 2.7 -0.2 0.219
F -1.6036 -1.0665 -0.1207 2.3 -0.3 0.3 -0.351
S 2.3110 -0.1848 -0.0823 -0.4 -0.4 0.0 0.091
```
Positions in Å, forces in eV/Å.

Properties
- frontier orbital gap (eV) = 8.2018
- ΔE to the lowest compared entry with this formula, charge and spin (kcal/mol) = 52.6
- HOMO energy (eV) = -9.302

***

# 9
# C4H3I

2 unconnected molecules or ions with the total composition C4H3I (ωB97M-V/def2-TZVPD, OMol25).

Structure (XYZ):
```
8
Properties=species:S:1:pos:R:3:forces:R:3:nbo_charge:R:1
C -0.1772 -0.8348 -1.3243 0.9 1.2 -0.7 -0.217
C 0.5825 1.2165 0.7338 0.6 1.4 -1.0 -0.288
C -0.1510 -1.5705 -0.3919 -1.9 -2.7 1.0 -0.244
C -0.5077 0.9678 1.1740 -0.9 -1.4 2.4 -0.245
I 2.0339 2.0802 -0.3982 -0.5 -0.5 0.6 0.281
H 0.0952 0.0199 -1.8702 -0.1 0.4 -0.8 0.222
H -0.6605 -2.3441 0.1880 1.1 0.6 0.0 0.236
H -1.2151 0.4650 1.8889 0.8 1.1 -1.5 0.256
```
Positions in Å, forces in eV/Å.

Properties
- frontier orbital gap (eV) = 9.6159
- ΔE to the lowest compared entry with this formula, charge and spin (kcal/mol) = 65.1
- HOMO energy (eV) = -9.408

***

# 10
# C4H3I2NO

C4H3I2NO in the gas phase (ωB97M-V/def2-TZVPD, OMol25).

Structure (XYZ):
```
11
Properties=species:S:1:pos:R:3:forces:R:3:nbo_charge:R:1
C -0.2698 0.8596 -1.1792 0.6 7.3 -3.5 -0.060
C -0.6558 0.8355 -2.5256 0.2 -0.5 2.0 -0.031
C -0.0548 2.7060 -1.2285 -1.6 -5.8 -0.4 0.065
C -0.0568 0.1017 -0.0126 1.4 -2.8 2.8 -0.692
N -0.8193 1.9706 -3.1517 -1.0 -0.1 -2.6 -0.199
O -0.5652 3.0542 -2.4020 1.4 -0.8 2.0 -0.264
I -1.1945 -0.9195 -3.5802 0.3 0.6 0.4 0.181
I 0.3338 4.0760 0.2037 0.1 0.2 0.2 0.274
H -0.9939 -0.4055 0.3168 0.5 0.5 -0.1 0.244
H 0.7450 -0.8082 0.0300 -1.5 2.3 -0.6 0.235
H 0.2306 0.8576 0.7537 -0.1 -0.9 -0.1 0.249
```
Positions in Å, forces in eV/Å.

Properties
- frontier orbital gap (alpha / beta) (eV) = 8.2216 / 8.2204
- ΔE to the lowest compared entry with this formula, charge and spin (kcal/mol) = 15.2
- HOMO energy (alpha / beta) (eV) = -8.372 / -8.372

***

# 11
# C4H3IN2O2S

C4H3IN2O2S in the gas phase (ωB97M-V/def2-TZVPD, OMol25).

Structure (XYZ):
```
13
Properties=species:S:1:pos:R:3:forces:R:3:nbo_charge:R:1
C -0.2183 -1.0050 0.0544 3.1 -0.3 -0.1 0.666
C -0.7973 0.2744 -0.0379 -1.6 -0.5 0.5 0.044
C 2.3041 0.3615 -0.0611 -3.0 -0.1 -0.1 -0.317
C -2.2512 0.3735 -0.0032 -0.7 -1.6 0.2 -0.626
N -0.2600 1.4151 -0.1076 3.3 1.2 -0.8 -0.521
N 1.5229 -0.7073 0.0880 0.9 -1.7 0.2 -0.028
O 2.0393 -1.8170 0.2887 0.4 -0.6 0.1 -0.475
O -0.4352 -2.1566 0.1195 -0.4 1.3 0.0 -0.410
S 1.3159 1.7627 -0.3005 0.4 1.5 0.2 0.681
I 4.3456 0.3397 -0.0188 -0.1 0.0 0.0 0.283
H -2.4472 1.3503 -0.3903 -0.8 0.4 0.0 0.241
H -2.5736 -0.4311 -0.6944 -0.8 0.5 0.7 0.228
H -2.5450 0.2400 1.0632 -0.5 0.0 -0.9 0.234
```
Positions in Å, forces in eV/Å.

Properties
- frontier orbital gap (alpha / beta) (eV) = 7.1606 / 7.1626
- ΔE to the lowest compared entry with this formula, charge and spin (kcal/mol) = 20.7
- HOMO energy (alpha / beta) (eV) = -8.309 / -8.311

***

# 12
# C4H3KMgO6

A molecular structure, C4H3KMgO6 (ωB97M-V/def2-TZVPD, OMol25).

Structure (XYZ):
```
15
Properties=species:S:1:pos:R:3:forces:R:3:lowdin_spin:R:1
O -3.4164 -1.3470 -0.9646 -0.7 -0.6 -0.1 0.000
C -2.3956 -0.6209 -0.9207 -1.4 1.6 0.1 0.001
O -2.4276 0.6148 -0.7189 0.3 -0.1 -0.1 0.001
O -1.2204 -1.2552 -1.1433 0.3 -0.9 -0.3 0.015
C -0.0399 -0.5392 -1.1888 0.2 0.5 1.3 0.053
O 1.7759 0.4056 -0.0806 -0.5 -0.5 -0.9 0.002
C 2.3569 0.8228 1.0963 0.1 0.2 1.5 0.001
C 0.6650 -0.3977 -0.0517 -0.3 1.2 -0.7 0.058
O 2.5126 0.0457 2.0334 -0.3 -0.2 -0.5 0.012
O 2.6533 2.0501 1.0539 0.3 0.3 -0.2 0.000
K -5.7599 0.4097 -0.8718 1.4 -0.4 0.0 0.000
Mg 3.5229 3.2997 2.3896 0.0 0.0 0.0 0.000
H 0.1763 0.0116 -2.1037 0.1 -0.4 0.1 0.001
H 0.2548 -0.6149 0.9357 0.3 -0.5 -0.3 0.014
H 1.3422 -2.8850 0.5352 0.0 -0.1 0.0 0.839
```
Positions in Å, forces in eV/Å.

Properties
- total charge = -1
- frontier orbital gap (eV) = 1.8574
- expectation value of S² = 0.75
- HOMO energy (eV) = -1.629
- multiplicity = 2